ORCA calculation (the ωB97M-V functional and the def2-TZVPD basis) on 2 unconnected molecules or ions with the total composition C13H21F3IN3O5 at a distorted geometry.

Calculated values
Maximum force ... 3.91 eV Å⁻¹
HOMO ... -4.87 eV
Net charge ... 0
Multiplicity ... 1
Orbital gap ... 1.18 eV

XYZ file:
```
46
Properties=species:S:1:pos:R:3:forces:R:3:lowdin_charge:R:1
N 0.73138 5.53502 1.09981 0.2 0.5 1.3 0.1550
C 0.46871 4.29328 1.61488 0.8 -2.0 0.4 -0.2909
N -0.68114 3.96496 2.34092 2.4 -0.8 -1.0 0.0972
C -0.76638 2.47105 2.37399 -1.1 -0.9 -0.7 -0.2052
C -0.61961 1.96919 0.88850 -0.1 0.4 1.0 -0.6457
I -1.29676 -0.06911 0.71160 0.1 0.4 0.0 1.0529
C 0.83597 2.24552 0.39262 -1.1 -0.4 0.0 -0.4180
C 1.79863 1.02569 0.40362 0.5 1.2 0.4 -0.0724
C 2.07048 0.37564 1.77526 -0.1 -0.7 0.1 -0.5187
O 2.19263 -0.80407 1.81203 0.3 -1.0 -0.3 0.1303
O 2.23825 1.07119 2.94890 0.3 1.1 -1.0 0.0638
C 0.74727 3.00359 -0.98670 1.9 -2.7 -2.1 -0.0521
C 1.41608 2.07990 -2.13733 0.0 2.3 -1.5 -0.2620
C 1.97464 2.88689 -3.35948 0.1 -2.0 2.6 -0.0217
O 2.83464 2.23792 -2.30556 -1.7 0.4 -0.7 -0.0958
N 1.38383 3.27247 1.38608 -1.4 1.8 -1.0 0.1556
H 0.32411 5.78608 0.20621 0.0 0.1 0.5 0.1268
H 1.38292 6.13178 1.59527 -0.2 0.1 -0.5 0.1256
H -0.46323 4.28244 3.29841 -0.9 0.7 -0.3 0.1756
H -0.02067 2.02434 3.06100 -0.4 0.2 -0.4 0.1219
H -1.80086 2.18423 2.66063 0.8 0.4 0.2 0.1160
H -1.35312 2.57643 0.31454 0.6 -0.5 0.3 0.0831
H 2.78357 1.38889 0.01531 -0.5 -0.2 0.4 0.1471
H 1.50848 0.20544 -0.27920 -0.1 0.6 0.6 0.1104
H 2.89488 0.56930 3.46589 -0.6 -0.1 -0.1 0.1369
H -0.27555 3.14119 -1.38211 0.4 0.4 0.7 0.1308
H 1.39286 3.90093 -1.04179 -0.6 -0.2 0.3 0.1139
H 0.94137 1.08407 -2.34830 0.7 0.9 0.3 0.1592
H 2.06134 2.37496 -4.32959 -0.1 0.5 0.6 0.1147
H 1.96779 3.98342 -3.28969 0.0 -0.6 -0.2 0.1056
H 2.23491 3.63890 0.95209 -0.3 0.2 0.2 0.1582
C -0.74914 -4.12140 -0.12910 0.5 0.0 -0.1 -0.1012
C -1.42970 -5.26941 0.60093 -0.3 0.0 0.4 -0.2942
O -2.74729 -5.51663 0.17377 -0.1 1.1 -0.1 -0.1242
C -2.95481 -6.31543 -1.03816 0.6 -1.7 0.2 -0.5444
O -2.29933 -7.43777 -1.00595 -0.1 0.4 -0.5 -0.1687
C -2.69574 -5.49869 -2.35120 0.0 0.2 0.6 -0.5444
F -3.13459 -4.20715 -2.23570 0.0 0.2 -0.2 0.0721
F -3.38565 -6.01794 -3.39006 0.1 0.0 0.1 0.1061
F -1.40803 -5.42414 -2.74232 -0.1 -0.1 -0.2 0.0994
H -1.44750 -3.29937 -0.30713 -0.1 0.0 0.1 0.0393
H 0.09978 -3.74852 0.45480 0.0 0.0 0.1 0.0594
H -0.35496 -4.43943 -1.09129 -0.1 0.1 0.0 0.0584
H -1.52410 -4.97766 1.65354 -0.1 -0.1 0.0 0.1016
H -0.81115 -6.17188 0.59324 -0.1 -0.1 -0.3 0.1105
H -4.06520 -6.38612 -1.04316 -0.2 0.1 0.1 0.1323
```
Positions in Å, forces in eV/Å.

---

ORCA calculation (the ωB97M-V functional and the def2-TZVPD basis) on a gas-phase ion, C13H21N2 (charge +1) at a distorted geometry.

Calculated values
SMILES ... CC/N=C/[C@H]1[C@H]2C=C(C)[N@H+]2C12CCCC2
Maximum force ... 3.85 eV Å⁻¹
HOMO ... -12.62 eV
Net charge ... +1
Multiplicity ... 1
Energy above the lowest of the compared OMol25 structures with the same formula, charge and spin ... 530.1 kJ/mol
Orbital gap ... 10.00 eV

XYZ file:
```
36
Properties=species:S:1:pos:R:3:forces:R:3:lowdin_charge:R:1
C 0.29384 0.48662 -1.24892 0.9 1.9 -2.1 -0.1374
C 0.66346 -1.95012 -0.53794 0.2 0.6 -1.3 0.0785
C 1.42621 1.05602 -0.35110 -1.6 -0.3 -0.4 -0.1334
C 0.20290 -1.02641 -1.65588 0.8 0.3 -0.8 -0.0675
C -3.36455 1.36730 -0.27465 1.2 0.9 -1.6 -0.1287
C -2.77514 0.69846 1.00898 0.9 1.3 -0.6 -0.1365
C -2.09692 1.42980 -1.26890 -1.4 -1.9 -2.3 -0.0809
C -1.23313 0.50965 0.78852 -1.3 -0.4 0.3 -0.0896
C -1.12673 0.34121 -0.72873 0.5 3.3 2.0 -0.4128
C -0.52969 -2.03374 0.00213 -0.3 0.3 -0.8 -0.2136
C -1.20020 -2.73871 1.09275 -1.7 -1.8 -2.6 0.0005
C 4.83738 0.35385 -0.20321 1.0 3.1 1.3 -0.0900
C 3.60077 0.66668 0.63352 -0.6 -1.4 -0.7 -0.2301
N 2.35847 0.30004 -0.07696 2.2 -1.3 -0.2 0.0308
N -1.19512 -1.09360 -1.05280 -0.6 -2.1 1.0 0.1191
H 0.37314 1.23607 -2.15967 -0.5 -1.7 1.3 0.1813
H 1.64476 -2.22436 -0.22189 0.2 -0.4 -0.1 0.1202
H 1.35813 2.10315 -0.01031 -0.1 -0.1 -0.3 0.1382
H 0.16183 -1.25213 -2.75612 0.7 0.0 1.2 0.1797
H -4.12562 0.70330 -0.67625 0.0 0.0 -0.3 0.0926
H -3.84356 2.40536 -0.30932 0.7 -1.4 1.0 0.1328
H -3.00567 1.34547 1.83220 0.0 -0.1 0.8 0.1061
H -3.13507 -0.29634 1.16378 -0.9 -0.4 0.2 0.0835
H -2.38136 1.24006 -2.41079 0.4 0.1 2.3 0.1565
H -1.50587 2.36559 -1.38524 -0.6 -0.4 0.8 0.1236
H -0.67497 1.38740 1.08702 0.1 0.1 0.2 0.1203
H -0.85247 -0.40564 1.32961 -0.2 1.6 -0.4 0.1212
H -0.66648 -2.82353 1.98770 1.2 -0.5 1.1 0.0882
H -1.61913 -3.72542 0.63822 1.0 1.3 1.2 0.1475
H -2.07751 -2.21626 1.32538 -1.4 0.9 0.5 0.0503
H 5.78241 0.82069 0.24258 -1.3 -0.9 0.0 0.1123
H 4.97829 -0.65815 -0.31878 0.3 -2.2 -0.5 0.0402
H 4.79962 0.88016 -1.11347 -0.3 0.3 -1.6 0.0524
H 3.63987 -0.16745 1.36091 -0.1 1.4 0.9 0.1223
H 3.59050 1.72458 0.88130 0.0 -0.1 0.9 0.1100
H -2.05776 -1.48690 -1.44024 0.4 0.2 -0.6 0.2124
```
Positions in Å, forces in eV/Å.

---

ORCA calculation (the ωB97M-V functional and the def2-TZVPD basis) on a molecular structure, C13H21N4OOsS3.

Calculated values
Maximum force ... 0.85 eV Å⁻¹
HOMO ... -19.02 eV
Net charge ... +3
Multiplicity ... 1
Energy above the lowest of the compared OMol25 structures with the same formula, charge and spin ... 0.0 kJ/mol
Orbital gap ... 7.07 eV

XYZ file:
```
43
Properties=species:S:1:pos:R:3:forces:R:3:lowdin_charge:R:1
Os -0.18290 0.75240 0.93123 -0.1 -0.1 -0.1 1.2653
S -0.52747 1.80589 2.77349 -0.1 0.2 0.1 0.8431
C 0.58537 0.56593 3.45554 0.0 0.0 -0.1 -0.5900
C 1.08955 0.32256 4.69970 0.0 0.0 0.0 0.0119
C 1.96616 -0.76711 4.79664 0.0 0.0 0.0 0.0362
C 2.27759 -1.51964 3.67718 0.0 0.0 0.0 0.0179
C 1.72217 -1.19988 2.44460 0.0 0.0 0.0 -0.0558
N 0.88359 -0.16969 2.36705 0.0 0.1 0.3 -0.1647
H 0.82630 0.93401 5.55209 0.0 0.0 0.0 0.1450
H 2.40252 -1.01817 5.75512 0.0 0.0 0.0 0.1464
H 2.95612 -2.35882 3.74294 0.0 0.0 0.0 0.1395
H 1.94055 -1.75052 1.54173 0.0 0.0 0.0 0.1348
C -4.33900 -1.48993 1.53917 0.0 0.0 0.0 -0.0995
C -3.44113 -2.39064 0.70783 -0.1 0.0 0.0 -0.3651
S -2.34915 -1.44719 -0.35778 -0.3 0.3 -0.1 1.1173
O -1.40447 -0.75267 0.74609 0.8 -0.4 0.1 -0.7076
C -1.30000 -2.73958 -1.08156 0.0 0.0 0.0 -0.3565
C -1.16153 -2.54761 -2.58485 0.0 0.0 0.0 -0.1077
H -5.04967 -2.11914 2.07328 0.0 0.0 0.0 0.1059
H -4.91002 -0.80142 0.91687 0.0 0.0 0.0 0.0937
H -3.76892 -0.92892 2.27778 0.0 0.0 0.0 0.0768
H -4.01130 -2.98574 -0.01483 0.0 0.0 0.0 0.1233
H -2.81079 -3.05743 1.29911 0.0 0.0 0.0 0.1159
H -1.76433 -3.69217 -0.82314 0.0 0.0 0.0 0.1085
H -0.35227 -2.66715 -0.54502 0.0 0.0 0.0 0.0939
H -2.12282 -2.62779 -3.09012 0.0 0.0 0.0 0.0944
H -0.51702 -3.33387 -2.97603 0.0 0.0 0.0 0.1024
H -0.71454 -1.58576 -2.83755 0.0 0.0 0.0 0.0783
C 5.60542 0.73872 0.88669 0.0 0.0 0.0 -0.0623
C 4.96581 0.72594 -0.50467 0.0 0.0 0.0 -0.2069
C 3.55451 1.21765 -0.48363 0.1 0.0 0.0 -0.5158
N 2.64490 0.81958 0.32189 -0.1 0.0 0.0 0.0370
N 1.42319 1.45267 0.09286 0.0 -0.2 -0.2 -0.2494
C 1.49090 2.40163 -0.90118 -0.1 0.1 0.1 -0.6297
N 0.48194 3.18716 -1.22577 0.0 0.0 0.0 0.1751
S 3.02851 2.46180 -1.62227 0.0 0.0 0.0 1.2608
H 6.60600 0.31729 0.82432 0.0 0.0 0.0 0.0966
H 5.02349 0.14473 1.59009 0.0 0.0 0.0 0.0667
H 5.69036 1.75420 1.27153 0.0 0.0 0.0 0.0916
H 4.95152 -0.28790 -0.91444 0.0 0.0 0.0 0.1365
H 5.54565 1.33139 -1.20226 0.0 0.0 0.0 0.1196
H -0.32874 3.29736 -0.63423 0.0 0.0 0.0 0.1253
H 0.57745 3.87103 -1.96649 0.0 0.0 0.0 0.1510
```
Positions in Å, forces in eV/Å.

---

ORCA calculation (the ωB97M-V functional and the def2-TZVPD basis) on C13H21NO2S in the gas phase.

Calculated values
SMILES ... CCCCOCCCNC(=O)Cc1cccs1
Maximum force ... 0.61 eV Å⁻¹
HOMO ... -8.81 eV
Net charge ... 0
Multiplicity ... 1
Energy above the lowest of the compared OMol25 structures with the same formula, charge and spin ... 19.4 kJ/mol
Orbital gap ... 9.65 eV

XYZ file:
```
38
Properties=species:S:1:pos:R:3:forces:R:3:lowdin_charge:R:1
C 3.63367 1.55989 -0.67772 -0.1 -0.1 0.2 -0.1088
C 2.99589 0.46794 0.17051 0.1 0.0 -0.3 -0.2670
C 2.89534 -0.85523 -0.58451 -0.3 0.0 0.5 -0.1908
C 2.17469 -1.92069 0.24789 0.2 0.0 -0.2 -0.2171
O 0.88656 -1.53908 0.68735 0.1 0.1 0.1 -0.1621
C -0.19862 -1.91437 -0.12277 -0.2 0.1 -0.2 -0.2162
C -0.33543 -1.12357 -1.43311 -0.1 -0.2 0.1 -0.1507
H 0.00526 -0.10053 -1.26103 0.0 0.0 0.0 0.1048
H 0.28863 -1.57079 -2.20780 0.1 0.0 0.0 0.1129
C -1.78496 -1.06523 -1.93014 0.3 0.0 -0.2 -0.1721
N -2.59137 -0.21455 -1.08513 -0.1 -0.4 0.1 0.0583
C -2.67833 1.12060 -1.30503 -0.4 -0.1 0.4 -0.5197
O -2.41114 1.64779 -2.35917 0.2 0.3 -0.3 0.0741
C -3.16053 1.89468 -0.07187 0.1 0.1 -0.3 -0.1063
C -2.32622 1.51817 1.10429 0.2 0.1 0.2 -0.5459
C -2.68710 0.81285 2.21180 -0.1 0.2 -0.2 -0.1453
C -1.60204 0.54529 3.07884 0.3 -0.1 0.1 -0.1847
C -0.42909 1.03610 2.61052 0.0 0.1 -0.2 -0.3984
S -0.62120 1.84508 1.10641 -0.5 -0.2 0.3 1.0504
H 0.54581 0.97041 3.04918 0.2 -0.1 0.1 0.0663
H -1.69813 0.00786 4.00501 0.0 -0.1 0.2 0.1008
H -3.69858 0.50306 2.41202 -0.2 0.0 0.0 0.1118
H -4.20831 1.65563 0.12154 0.0 0.0 0.0 0.1285
H -3.07731 2.95909 -0.29821 -0.1 -0.1 -0.1 0.1224
H -2.74257 -0.53391 -0.13944 0.0 0.2 -0.1 0.1188
H -1.81099 -0.62786 -2.93027 0.0 -0.2 0.1 0.1205
H -2.22637 -2.06476 -1.95950 0.0 0.0 -0.1 0.1232
H -0.15415 -2.99270 -0.34347 0.0 0.1 0.1 0.1266
H -1.06944 -1.73336 0.51538 0.0 -0.1 -0.1 0.1164
H 2.11901 -2.86486 -0.31140 0.0 0.0 0.1 0.1219
H 2.74672 -2.09684 1.16580 0.0 -0.1 -0.1 0.1245
H 3.89489 -1.22910 -0.81794 0.0 0.0 -0.1 0.1177
H 2.37068 -0.69416 -1.52663 0.0 0.0 -0.1 0.0984
H 3.58273 0.31810 1.07960 0.0 0.0 0.1 0.1130
H 1.99302 0.77639 0.47067 0.0 0.0 0.1 0.0630
H 3.04234 1.74344 -1.57210 0.0 0.1 -0.1 0.0725
H 3.69943 2.48845 -0.11599 0.1 0.1 0.0 0.0678
H 4.63721 1.27075 -0.98359 0.1 0.0 -0.1 0.0707
```
Positions in Å, forces in eV/Å.

---

ORCA calculation (the ωB97M-V functional and the def2-TZVPD basis) on C13H21NO4 in the gas phase.

Calculated values
SMILES ... COc1cccc(OCCOCCNCCO)c1
Maximum force ... 0.71 eV Å⁻¹
HOMO ... -8.14 eV
Net charge ... 0
Multiplicity ... 1
Energy above the lowest of the compared OMol25 structures with the same formula, charge and spin ... 241.9 kJ/mol
Orbital gap ... 9.03 eV

XYZ file:
```
39
Properties=species:S:1:pos:R:3:forces:R:3:lowdin_charge:R:1
C 1.39006 3.59410 -0.06533 0.1 0.2 -0.1 -0.0903
H 0.60190 4.29570 0.20527 0.1 0.0 0.0 0.0919
O 0.89534 2.32017 0.26170 0.0 -0.4 0.1 -0.1061
C 1.70760 1.23479 0.07160 0.1 -0.2 0.0 -0.2614
C 1.16864 0.01861 0.49072 -0.1 0.0 0.1 0.0664
C 1.88321 -1.15329 0.31433 0.3 0.2 -0.1 -0.2509
C 3.15862 -1.10240 -0.25597 0.0 -0.1 0.0 -0.0207
C 3.68741 0.10624 -0.64912 -0.1 -0.2 0.0 -0.0849
C 2.97085 1.28472 -0.49972 -0.1 0.4 0.0 -0.0415
H 3.40562 2.21476 -0.82889 0.0 0.1 0.0 0.0975
H 4.67308 0.14112 -1.08932 0.1 0.0 0.0 0.1042
H 3.70885 -2.02170 -0.37604 0.1 -0.1 0.0 0.1129
O 1.46468 -2.40119 0.67997 0.3 0.2 -0.1 -0.0352
C 0.12182 -2.63200 1.03864 -0.5 -0.1 -0.3 -0.1460
C -0.81010 -2.69193 -0.17782 0.2 -0.2 0.3 -0.1699
O -1.17374 -1.38287 -0.53935 0.0 0.1 0.0 -0.1909
C -1.96791 -1.27988 -1.69528 -0.1 0.3 -0.4 -0.2013
C -2.28594 0.21107 -1.88721 0.1 -0.7 0.0 -0.1842
N -3.07341 0.68783 -0.77332 -0.2 0.1 -0.1 -0.0677
H -4.03766 0.86070 -1.01443 0.1 0.0 0.0 0.1184
C -2.53064 1.71146 0.09880 -0.1 0.0 0.5 -0.1966
C -2.75924 1.27610 1.55118 -0.1 0.4 -0.1 -0.2571
O -2.11509 0.05741 1.81262 0.2 -0.3 -0.1 -0.0860
H -2.10711 -0.43202 0.97077 -0.1 0.0 0.1 0.0487
H -3.84059 1.17460 1.73574 0.1 0.1 0.0 0.1109
H -2.35487 2.01974 2.24369 -0.1 0.0 0.0 0.1149
H -2.98431 2.69912 -0.06679 0.1 -0.1 0.0 0.1166
H -1.45388 1.79160 -0.06516 -0.1 0.0 0.0 0.0983
H -2.80203 0.33627 -2.84581 0.1 0.0 0.0 0.1177
H -1.33293 0.74610 -1.93323 -0.1 0.0 -0.1 0.1219
H -2.89896 -1.85333 -1.56980 0.1 0.1 0.0 0.1272
H -1.42938 -1.67369 -2.57056 0.0 0.0 0.1 0.1262
H -1.70727 -3.27904 0.07389 0.1 0.0 0.0 0.1328
H -0.29085 -3.19034 -1.01018 0.0 0.0 0.1 0.1367
H -0.25048 -1.88423 1.74536 0.0 -0.1 0.0 0.1235
H 0.13450 -3.61173 1.52335 -0.1 0.1 0.0 0.1328
H 0.18986 0.03538 0.93751 -0.1 0.0 0.1 0.1005
H 1.60021 3.68367 -1.13680 0.0 0.0 0.1 0.0947
H 2.29554 3.83224 0.50179 0.0 0.0 0.0 0.0959
```
Positions in Å, forces in eV/Å.